C30H43BCl2N6SV | ωB97M-V/def2-TZVPD

Properties
- E: -102998.778 eV
- Energy above the lowest of the compared OMol25 structures with the same formula, charge and spin: 29.75 kJ/mol
- M: 652.45 Da
- HOMO-LUMO gap (spin up / spin down): 0.292 / 0.300 Ha
- <S²>: 3.758
- Spin multiplicity: 4
- Total charge: 0

```
84
Properties=species:S:1:pos:R:3:forces:R:3:mulliken_charge:R:1
V -0.3807 0.3739 0.2197 0.2380 -0.3614 0.0839 1.352
C 4.5092 -1.0348 -1.8707 -0.0288 -0.0152 0.0059 -1.377
C 3.5914 -0.0630 -1.2074 -0.0300 0.0293 0.0245 0.464
C 3.8295 1.2470 -0.8569 -0.0131 0.0425 -0.0448 -0.962
C 2.6494 1.7058 -0.2532 0.0551 -0.0639 0.0044 -0.761
N 1.7451 0.7198 -0.2493 -0.1083 0.0156 -0.0037 0.842
N 2.3345 -0.3581 -0.8327 0.1096 -0.0292 0.0231 0.183
B 1.6690 -1.7418 -0.7899 -0.0162 0.0312 -0.0175 -0.617
N 0.4237 -1.8013 -1.6873 0.0072 -0.1044 -0.0327 0.186
N -0.7138 -1.1365 -1.3504 -0.0052 0.0904 0.0531 0.838
C -1.6704 -1.5564 -2.1864 0.0458 -0.0685 -0.0069 -0.759
C -1.1268 -2.4963 -3.0746 -0.0141 0.0370 -0.0398 -1.009
C 0.1987 -2.6255 -2.7252 -0.0359 0.0260 0.0253 0.488
C 1.2438 -3.5018 -3.3306 0.0147 0.0168 0.0232 -1.369
C -3.1184 -1.1191 -2.1786 -0.0156 0.0193 0.0198 2.745
C -3.3642 -0.1611 -3.3536 -0.0126 -0.0078 0.0268 -1.671
C -4.0029 -2.3600 -2.3587 0.0075 -0.0219 0.0085 -1.874
C -3.5037 -0.4348 -0.8732 -0.0024 0.0158 -0.0253 -1.813
N 1.2910 -2.1009 0.6616 0.0572 -0.0778 0.0066 0.141
N 0.4091 -1.3873 1.4297 -0.1190 0.1882 -0.0580 0.188
C 0.3507 -2.0088 2.6114 0.0328 -0.0195 -0.0440 -0.532
C 1.1989 -3.1260 2.6018 -0.0348 0.0228 0.0392 -1.020
C 1.7738 -3.1498 1.3547 -0.0231 0.0083 0.0366 0.459
C 2.7580 -4.1341 0.8153 -0.0077 0.0265 -0.0257 -1.419
C -0.4836 -1.6109 3.8073 -0.0099 -0.0002 0.0229 2.408
C -1.4228 -2.7754 4.1518 0.0095 -0.0171 -0.0043 -1.760
C 0.4589 -1.3533 4.9913 0.0162 -0.0121 -0.0005 -1.768
C -1.3125 -0.3660 3.5563 0.0276 -0.0174 -0.0306 -1.389
C 2.4588 3.0937 0.3171 -0.0217 0.0134 0.0195 2.750
C 3.7219 3.4759 1.1002 0.0132 -0.0169 0.0100 -1.868
C 2.2684 4.0922 -0.8341 -0.0059 -0.0019 0.0295 -1.665
C 1.2638 3.1673 1.2590 -0.0028 0.0166 -0.0273 -1.818
H 5.4380 -0.5329 -2.1344 -0.0001 0.0077 0.0006 0.391
H 4.7458 -1.8732 -1.2148 0.0023 -0.0006 -0.0054 0.208
H 4.0671 -1.4416 -2.7806 0.0110 -0.0036 0.0035 0.201
H 4.7446 1.7920 -1.0131 -0.0139 0.0052 -0.0032 0.474
H 2.4537 -2.5432 -1.1911 0.0060 -0.0086 0.0005 -0.105
H -1.6314 -3.0241 -3.8656 -0.0005 0.0155 0.0030 0.472
H 0.8285 -4.0155 -4.1954 -0.0069 0.0031 -0.0026 0.396
H 2.1082 -2.9227 -3.6565 0.0000 -0.0122 -0.0015 0.197
H 1.5966 -4.2518 -2.6221 0.0033 0.0000 -0.0050 0.207
H -3.1084 -0.6340 -4.3034 -0.0011 0.0001 -0.0012 0.377
H -4.4177 0.1269 -3.3853 0.0115 0.0019 0.0016 0.445
H -2.7647 0.7435 -3.2486 0.0037 0.0092 -0.0139 0.239
H -3.8085 -2.8624 -3.3068 -0.0067 -0.0029 0.0064 0.343
H -3.8383 -3.0766 -1.5519 -0.0007 0.0021 -0.0068 0.371
H -5.0535 -2.0641 -2.3463 -0.0014 0.0025 -0.0003 0.468
H -3.0303 0.5388 -0.7728 -0.0037 -0.0062 0.0115 0.107
H -4.5827 -0.2683 -0.8435 0.0037 -0.0067 -0.0028 0.560
H -3.2311 -1.0378 -0.0041 -0.0059 -0.0021 -0.0014 0.281
H 1.3698 -3.8256 3.4024 0.0034 0.0015 -0.0099 0.559
H 2.9758 -4.8759 1.5813 -0.0011 -0.0017 0.0054 0.389
H 2.3687 -4.6506 -0.0625 0.0083 -0.0020 0.0015 0.215
H 3.6926 -3.6510 0.5291 -0.0003 -0.0087 -0.0022 0.216
H -0.8641 -3.6859 4.3728 -0.0122 0.0017 0.0033 0.357
H -2.0241 -2.5223 5.0275 0.0034 0.0033 0.0001 0.454
H -2.0987 -2.9855 3.3208 0.0014 0.0043 -0.0005 0.330
H 1.0525 -2.2376 5.2279 -0.0013 0.0096 0.0078 0.361
H 1.1450 -0.5342 4.7681 -0.0043 0.0005 -0.0024 0.328
H -0.1205 -1.0837 5.8768 -0.0033 -0.0014 -0.0031 0.451
H -2.0120 -0.5169 2.7334 -0.0026 0.0189 -0.0001 0.115
H -1.8967 -0.1168 4.4440 0.0044 -0.0084 0.0055 0.471
H -0.6780 0.4913 3.3286 -0.0164 0.0080 -0.0059 0.116
H 4.6054 3.4931 0.4613 0.0005 0.0020 0.0085 0.342
H 3.5987 4.4728 1.5274 -0.0015 0.0023 -0.0001 0.468
H 3.9030 2.7729 1.9154 0.0011 0.0043 -0.0056 0.369
H 3.1196 4.0684 -1.5168 0.0011 0.0016 -0.0005 0.375
H 1.3667 3.8619 -1.4022 0.0013 0.0066 -0.0149 0.237
H 2.1743 5.1056 -0.4366 -0.0039 -0.0097 -0.0051 0.444
H 1.3028 2.3886 2.0242 0.0031 0.0054 0.0027 0.277
H 1.2454 4.1357 1.7636 0.0062 -0.0047 -0.0009 0.561
H 0.3219 3.0710 0.7243 0.0057 -0.0010 0.0169 0.101
Cl -0.8203 2.0421 -1.6057 -0.0884 0.1544 -0.0782 -0.302
C -1.9814 3.2088 -0.9883 -0.0079 0.0134 -0.0002 0.625
C -2.3543 4.2171 -1.8593 0.0349 -0.0317 -0.0302 -0.871
C -3.2641 5.1651 -1.4326 -0.0217 0.0409 -0.0165 -0.456
C -3.7786 5.0831 -0.1478 0.0156 -0.0352 0.0227 -0.703
C -3.3840 4.0618 0.6971 0.0384 -0.0245 -0.0401 0.045
Cl -4.0730 4.0294 2.2866 -0.0095 0.0057 0.0114 -0.218
C -2.4591 3.0658 0.3173 -0.0731 0.0894 0.0080 0.227
S -2.0015 1.8028 1.4300 -0.0064 -0.0165 0.0365 -0.404
H -1.9317 4.2487 -2.8544 -0.0071 0.0063 0.0049 0.488
H -3.5719 5.9633 -2.0940 0.0046 -0.0071 0.0019 0.387
H -4.4918 5.8111 0.2124 -0.0004 0.0037 -0.0053 0.429
```
Forces are in eV/Å.